1.
Density functional theory data (ωB97M-V/def2-TZVPD) for a structure of composition C25H30BF3HfN11 in a non-equilibrium geometry.

```
! wB97M-V def2-TZVPD RIJCOSX def2/J DEFGRID3
* xyz 4 2
Hf -0.141 -0.449 -0.481
C -0.847 -2.469 2.865
C -0.584 -0.983 2.696
C -0.871 0.111 3.571
C -0.284 1.203 2.959
N 0.341 0.834 1.809
N 0.068 -0.475 1.597
B 1.415 1.714 1.040
N 0.626 2.553 -0.046
C 0.885 3.741 -0.672
C 0.156 3.791 -1.844
C -0.523 2.566 -1.953
C -1.486 2.125 -3.038
N -0.161 1.775 -0.884
N 2.471 0.761 0.279
C 3.679 1.183 -0.303
C 3.853 0.485 -1.472
C 2.807 -0.454 -1.591
C 2.705 -1.594 -2.581
N 1.976 -0.235 -0.525
N 2.277 2.605 1.862
C 2.816 2.279 3.124
C 3.931 3.079 3.296
C 3.946 3.953 2.094
C 5.018 4.957 1.712
N 2.931 3.617 1.323
H -1.856 -2.555 3.330
H -0.097 -3.003 3.479
H -0.898 -2.960 1.892
H -1.429 -0.065 4.469
H -0.208 2.215 3.340
H 1.574 4.435 -0.241
H 0.045 4.619 -2.511
H -1.871 2.984 -3.665
H -2.312 1.522 -2.633
H -0.894 1.458 -3.739
H 4.393 1.868 0.197
H 4.555 0.677 -2.250
H 2.432 -1.200 -3.580
H 1.988 -2.329 -2.253
H 3.667 -2.163 -2.640
H 2.453 1.462 3.743
H 4.625 3.141 4.093
H 5.792 4.407 1.200
H 5.351 5.446 2.660
H 4.624 5.750 1.052
F -7.279 0.361 -0.065
C -6.667 -0.374 -1.062
F -6.953 0.299 -2.237
F -7.169 -1.621 -1.138
C -5.170 -0.433 -0.754
C -4.523 0.570 -0.001
C -3.171 0.487 0.177
N -2.378 -0.483 -0.371
C -3.043 -1.358 -1.193
C -4.415 -1.451 -1.300
H -5.034 1.375 0.455
H -2.661 1.113 0.937
H -2.481 -2.227 -1.538
H -4.814 -2.269 -1.898
C 0.043 -5.320 -2.223
N -0.243 -4.852 -0.842
C -0.770 -5.809 0.161
C -0.074 -3.575 -0.610
N 0.063 -2.386 -0.769
H -0.835 -5.701 -2.742
H 0.843 -6.067 -2.223
H 0.432 -4.453 -2.795
H -0.212 -6.745 0.141
H -1.852 -6.033 -0.043
H -0.578 -5.434 1.152
*
```

Output
HOMO energy (spin up / spin down) in eV: -20.2 / -20.2
LUMO (spin up / spin down) in eV: -12.827 / -14.616
Molecular weight in g mol⁻¹: 730.89
Electronic energy in hartree: -1944.06273
Orbital gap (spin up / spin down) in hartree: 0.270 / 0.204

---

2.
Density functional theory data (ωB97M-V/def2-TZVPD) for a cluster of 2 separate species, C10H16O in total in a non-equilibrium geometry.

```
! wB97M-V def2-TZVPD RIJCOSX def2/J DEFGRID3
* xyz 0 1
C 2.069 -1.884 1.568
C 1.045 -1.701 0.443
C 1.025 -0.322 -0.192
C 0.089 -0.042 -1.185
C 0.096 1.181 -1.844
C 1.056 2.130 -1.537
O 1.103 3.364 -2.122
C 2.014 1.858 -0.568
C 2.029 0.616 0.039
H 3.018 -2.191 1.128
H 1.801 -2.763 2.158
H 2.218 -1.076 2.235
H 1.322 -2.418 -0.332
H 0.038 -1.941 0.773
H -0.527 -0.865 -1.524
H -0.770 1.368 -2.473
H 0.672 3.325 -2.987
H 2.673 2.660 -0.422
H 2.852 0.290 0.662
C -3.401 -0.794 0.527
C -2.588 0.422 0.978
H -3.949 -0.552 -0.372
H -2.762 -1.604 0.154
H -4.012 -1.214 1.318
H -2.747 1.340 0.430
H -1.533 0.180 1.121
H -2.827 0.634 2.026
*
```

Output
HOMO energy in eV: -8.4
SMILES string: CCc1ccc(O)cc1.CC
LUMO in eV: 0.870
Molecular weight in g mol⁻¹: 152.24
Energy relative to the best compared isomer or geometry (same formula, charge and spin) in kJ/mol: 124.6
Electronic energy in hartree: -465.85035
Orbital gap in hartree: 0.340

---

3.
Density functional theory data (ωB97M-V/def2-TZVPD) for a cluster of 2 separate species, C4H14N2 in total.

```
! wB97M-V def2-TZVPD RIJCOSX def2/J DEFGRID3
* xyz 0 1
C 1.080 2.189 -0.536
C 0.978 0.789 -1.137
N 1.489 0.672 -2.495
H 0.514 2.912 -1.123
H 0.739 2.199 0.509
H 2.125 2.487 -0.530
H 1.583 0.157 -0.488
H -0.043 0.406 -1.188
H 0.984 1.273 -3.132
H 2.480 0.850 -2.570
C -1.059 -2.108 0.264
N -1.581 -1.881 1.605
C -1.353 -0.524 2.092
H -0.039 -1.729 0.135
H -1.081 -3.174 0.038
H -1.718 -1.583 -0.421
H -1.172 -2.527 2.268
H -0.850 -0.521 3.059
H -2.294 0.014 2.255
H -0.784 0.098 1.395
*
```

Output
HOMO energy in eV: -8.7
SMILES string: CCN.CNC
LUMO in eV: 1.037
Molecular weight in g mol⁻¹: 90.17
Energy relative to the best compared isomer or geometry (same formula, charge and spin) in kJ/mol: 58.3
Electronic energy in hartree: -270.27337
Orbital gap in hartree: 0.356

---

4.
Density functional theory data (ωB97M-V/def2-TZVPD) for a cluster of 2 separate species, C4H13N2O2 in total in a non-equilibrium geometry.

```
! wB97M-V def2-TZVPD RIJCOSX def2/J DEFGRID3
* xyz 1 1
C -0.451 0.133 -1.240
C 0.858 -0.703 -1.045
C 1.418 -1.024 0.300
C 2.117 0.089 1.041
N 3.444 0.416 1.500
O 2.093 1.310 0.017
N -1.629 -0.405 -0.573
H -0.660 0.408 -2.233
H -0.175 1.050 -0.608
H 1.570 -0.278 -1.700
H 0.619 -1.691 -1.389
H 0.978 -1.821 0.808
H 1.490 0.350 1.918
H 3.637 0.104 2.442
H 4.112 -0.084 0.950
H 2.886 1.745 0.423
H -2.455 0.052 -0.279
H -1.681 -1.399 -0.459
H -6.403 0.985 0.610
H -6.009 0.396 -0.693
O -5.760 0.368 0.210
*
```

Output
HOMO energy in eV: -12.7
LUMO in eV: -7.548
Molecular weight in g mol⁻¹: 121.16
Energy relative to the best compared isomer or geometry (same formula, charge and spin) in kJ/mol: 678.7
Electronic energy in hartree: -419.76692
Orbital gap in hartree: 0.188

---

5.
Density functional theory data (ωB97M-V/def2-TZVPD) for an isolated molecule of C10H12N2O in a non-equilibrium geometry.

```
! wB97M-V def2-TZVPD RIJCOSX def2/J DEFGRID3
* xyz 0 1
C 0.015 3.052 1.658
C 0.020 1.961 1.124
C 0.206 0.692 0.406
N 1.232 0.723 -0.619
O 2.082 1.551 -0.595
C -1.159 0.235 -0.334
C -1.536 1.177 -1.503
C -0.968 -1.122 -0.914
C 0.766 -0.469 1.351
C -0.307 -0.995 2.117
N -1.091 -1.634 2.628
C 2.023 -0.185 2.105
C 1.999 -1.261 1.081
H -0.003 3.923 2.087
H -2.096 0.349 0.296
H -0.694 1.023 -2.282
H -2.295 0.769 -1.997
H -1.633 2.153 -1.132
H 0.128 -1.108 -1.359
H -1.760 -1.276 -1.728
H -0.966 -1.826 -0.174
H 2.127 -0.570 3.117
H 2.637 0.724 1.757
H 2.481 -1.226 0.100
H 2.042 -2.251 1.459
*
```

Output
HOMO energy in eV: -9.4
SMILES string: C#C[C@](N=O)(C(C)C)C1(C#N)CC1
LUMO in eV: -0.305
Molecular weight in g mol⁻¹: 176.22
Energy relative to the best compared isomer or geometry (same formula, charge and spin) in kJ/mol: 751.3
Electronic energy in hartree: -572.75009
Orbital gap in hartree: 0.332

---

6.
Density functional theory data (ωB97M-V/def2-TZVPD) for an isolated molecule of C4H6N2O2 in a non-equilibrium geometry.

```
! wB97M-V def2-TZVPD RIJCOSX def2/J DEFGRID3
* xyz 0 1
H -2.394 1.310 1.283
N -2.317 0.990 0.283
C -1.065 0.672 0.139
N -0.597 0.650 -1.084
O 0.405 -0.318 -1.489
C 1.445 -0.723 -0.639
C 0.551 -0.971 0.548
O 0.567 -0.618 1.951
C 0.159 0.361 1.060
H -1.272 0.523 -1.899
H 1.827 -1.606 -1.208
H 2.274 0.021 -0.238
H -0.343 -1.505 0.421
H 0.760 1.215 0.872
*
```

Output
HOMO energy in eV: -9.2
SMILES string: [H]/N=C1/NOC[C@H]2O[C@H]12
LUMO in eV: 0.846
Molecular weight in g mol⁻¹: 114.10
Energy relative to the best compared isomer or geometry (same formula, charge and spin) in kJ/mol: 671.3
Electronic energy in hartree: -415.78495
Orbital gap in hartree: 0.371

---

7.
Density functional theory data (ωB97M-V/def2-TZVPD) for a structure of composition C34H25ClCoN2OSSb in a non-equilibrium geometry.

```
! wB97M-V def2-TZVPD RIJCOSX def2/J DEFGRID3
* xyz 1 2
Co 0.271 0.122 1.907
Cl 1.250 -6.862 2.732
C 0.927 -5.173 2.876
C 0.032 -4.717 3.857
C -0.246 -3.380 3.979
C 0.349 -2.418 3.131
O 0.013 -1.170 3.237
C 1.310 -2.894 2.180
C 2.126 -1.984 1.455
N 2.028 -0.694 1.585
C 3.002 0.221 1.198
C 4.296 -0.061 0.823
C 5.161 0.977 0.446
C 4.762 2.285 0.481
C 3.466 2.617 0.928
C 2.980 3.933 1.028
C 1.711 4.153 1.501
C 0.921 3.062 1.871
N 1.329 1.809 1.758
C 2.589 1.573 1.295
C 1.562 -4.276 2.063
H -0.433 -5.432 4.523
H -0.927 -3.019 4.739
H 2.902 -2.403 0.814
H 4.646 -1.084 0.803
H 6.162 0.727 0.122
H 5.441 3.075 0.187
H 3.615 4.763 0.744
H 1.315 5.152 1.611
H -0.061 3.218 2.299
H 2.295 -4.625 1.346
S 1.760 0.564 -2.172
Sb -0.454 0.533 -1.748
C -1.197 0.029 0.237
C -1.662 0.997 1.150
C -2.503 0.618 2.202
C -2.879 -0.708 2.355
C -2.413 -1.670 1.467
C -1.577 -1.310 0.422
C -1.352 2.391 -2.282
C -2.136 2.466 -3.425
C -2.626 3.698 -3.834
C -2.338 4.841 -3.103
C -1.545 4.759 -1.966
C -1.041 3.534 -1.555
C -1.331 -1.092 -2.809
C -2.697 -1.197 -3.043
C -3.187 -2.311 -3.710
C -2.321 -3.314 -4.123
C -0.959 -3.204 -3.879
C -0.457 -2.087 -3.227
H -1.513 2.051 0.951
H -2.881 1.371 2.881
H -3.544 -0.991 3.159
H -2.700 -2.707 1.587
H -1.238 -2.066 -0.277
H -2.352 1.575 -4.004
H -3.231 3.765 -4.728
H -2.721 5.799 -3.427
H -1.311 5.651 -1.400
H -0.384 3.480 -0.694
H -3.380 -0.424 -2.708
H -4.246 -2.395 -3.912
H -2.709 -4.181 -4.642
H -0.281 -3.982 -4.206
H 0.609 -1.977 -3.060
*
```

Output
HOMO energy (spin up / spin down) in eV: -10.5 / -10.5
LUMO (spin up / spin down) in eV: -3.904 / -3.674
Molecular weight in g mol⁻¹: 725.80
Electronic energy in hartree: -3976.56435
Orbital gap (spin up / spin down) in hartree: 0.243 / 0.252

---

8.
Density functional theory data (ωB97M-V/def2-TZVPD) for a cluster of 4 separate species, C2H12NO3 in total in a non-equilibrium geometry.

```
! wB97M-V def2-TZVPD RIJCOSX def2/J DEFGRID3
* xyz 1 1
C 1.345 -0.563 -1.944
C -0.811 -0.156 -0.753
N 0.433 -0.331 -0.783
H 1.874 0.310 -2.288
H 0.734 -1.044 -2.692
H 2.023 -1.322 -1.584
H -1.429 -0.113 -1.654
H -1.388 -0.024 0.158
H 1.051 -0.125 0.044
H -2.422 -2.531 1.616
H -1.781 -3.252 0.434
O -1.581 -2.634 1.152
H -1.328 3.769 0.212
H -0.524 2.844 1.033
O -1.248 2.816 0.400
H 1.565 1.396 1.732
H 2.646 0.166 1.817
O 1.963 0.622 1.330
*
```

Output
HOMO energy in eV: -15.0
LUMO in eV: -3.939
Molecular weight in g mol⁻¹: 98.12
Energy relative to the best compared isomer or geometry (same formula, charge and spin) in kJ/mol: 122.9
Electronic energy in hartree: -363.60404
Orbital gap in hartree: 0.406

---

9.
Density functional theory data (ωB97M-V/def2-TZVPD) for a cluster of 2 separate species, C5H4N2 in total in a non-equilibrium geometry.

```
! wB97M-V def2-TZVPD RIJCOSX def2/J DEFGRID3
* xyz 0 1
C -0.314 0.944 2.039
C 0.016 0.019 1.223
C 0.257 -0.546 0.056
C 1.102 0.118 -0.917
N 0.668 -0.126 -2.109
N -0.422 -1.026 -2.034
C -0.690 -1.241 -0.788
H -0.292 0.964 3.155
H 1.865 0.861 -0.707
H -0.643 1.994 0.594
H -1.531 -1.837 -0.453
*
```

Output
HOMO energy (spin up / spin down) in eV: -9.8 / -9.8
LUMO (spin up / spin down) in eV: -2.006 / -2.016
Molecular weight in g mol⁻¹: 92.10
Energy relative to the best compared isomer or geometry (same formula, charge and spin) in kJ/mol: 637.9
Electronic energy in hartree: -302.18534
Orbital gap (spin up / spin down) in hartree: 0.288 / 0.287

---

10.
Density functional theory data (ωB97M-V/def2-TZVPD) for a cluster of 2 separate species, C3H7NO in total in a non-equilibrium geometry.

```
! wB97M-V def2-TZVPD RIJCOSX def2/J DEFGRID3
* xyz 0 1
C 0.365 -0.903 0.923
N -0.175 0.357 0.454
C 1.622 1.380 -0.939
O 2.155 0.393 -1.161
C -1.090 0.366 -0.673
H 1.004 -1.357 0.153
H -0.389 -1.650 1.228
H 1.012 -0.702 1.786
H -0.517 0.927 1.213
H -1.939 -0.330 -0.589
H -0.565 0.136 -1.611
H -1.483 1.383 -0.785
*
```

Output
HOMO energy in eV: -8.8
LUMO in eV: 1.117
Molecular weight in g mol⁻¹: 73.09
Energy relative to the best compared isomer or geometry (same formula, charge and spin) in kJ/mol: 151.7
Electronic energy in hartree: -248.46871
Orbital gap in hartree: 0.365

---

11.
Density functional theory data (ωB97M-V/def2-TZVPD) for a structure of composition C36H30N2O8PY in a non-equilibrium geometry.

```
! wB97M-V def2-TZVPD RIJCOSX def2/J DEFGRID3
* xyz 0 1
Y 9.154 12.980 10.035
C 9.484 7.492 9.711
C 10.135 8.946 9.796
C 11.335 8.897 8.851
C 9.080 9.939 9.473
C 8.032 10.223 10.379
C 6.963 11.027 10.045
C 6.877 11.586 8.784
C 5.736 12.436 8.276
C 7.928 11.377 7.864
C 9.008 10.600 8.227
H 10.242 6.828 10.172
H 9.238 7.247 8.672
H 8.569 7.382 10.355
H 10.476 9.142 10.809
H 11.000 8.611 7.829
H 12.014 8.102 9.230
H 11.837 9.842 8.850
H 7.996 9.788 11.388
H 6.220 11.196 10.799
H 5.040 12.650 9.085
H 5.148 11.930 7.465
H 6.077 13.408 7.915
H 7.876 11.816 6.905
H 9.876 10.499 7.551
O 11.540 12.010 9.566
C 11.164 11.909 10.778
C 11.915 11.321 11.931
C 13.040 10.480 11.925
C 13.599 10.107 13.159
C 12.965 10.409 14.339
C 11.710 11.041 14.369
C 11.219 11.535 13.142
P 9.802 12.641 12.985
C 8.979 12.336 14.604
C 9.152 13.121 15.798
C 8.520 12.748 16.935
C 7.838 11.543 16.916
C 7.746 10.689 15.841
C 8.290 11.123 14.646
C 10.709 14.214 13.282
C 11.769 14.295 14.159
C 12.580 15.395 14.182
C 12.408 16.426 13.230
C 11.387 16.291 12.336
C 10.492 15.212 12.347
H 13.421 10.180 10.961
H 14.492 9.471 13.187
H 13.445 10.145 15.252
H 11.123 11.201 15.283
H 9.760 14.013 15.811
H 8.504 13.315 17.868
H 7.261 11.322 17.807
H 7.067 9.839 15.958
H 8.185 10.474 13.762
H 11.966 13.458 14.797
H 13.416 15.340 14.864
H 13.046 17.297 13.255
H 11.234 17.052 11.564
H 9.651 15.231 11.693
O 5.863 15.208 11.697
C 6.677 14.861 10.897
O 7.423 13.803 10.955
C 6.960 15.785 9.697
C 6.054 16.819 9.480
C 6.201 17.745 8.427
C 7.336 17.778 7.649
C 8.254 16.785 7.862
C 8.100 15.765 8.830
O 9.045 14.831 8.889
N 9.445 16.817 7.023
O 9.752 15.827 6.429
O 10.005 17.917 6.985
N 5.055 18.598 8.181
O 5.097 19.416 7.295
O 4.143 18.457 8.926
H 5.301 16.953 10.209
H 7.415 18.420 6.795
*
```

Output
HOMO energy in eV: -7.9
LUMO in eV: -0.611
Molecular weight in g mol⁻¹: 738.52
Electronic energy in hartree: -2480.86588
Orbital gap in hartree: 0.267

---

12.
Density functional theory data (ωB97M-V/def2-TZVPD) for a cluster of 2 separate species, C16H32F2N3O10P in total in a non-equilibrium geometry.

```
! wB97M-V def2-TZVPD RIJCOSX def2/J DEFGRID3
* xyz -2 1
C -3.398 2.761 -5.348
C -2.041 3.436 -5.139
C -1.059 2.479 -4.410
O -1.687 1.410 -3.734
C -2.127 1.776 -2.466
O -1.127 1.775 -1.476
C -0.049 0.891 -1.729
C 0.731 0.602 -0.426
C 0.868 1.891 0.426
N 2.272 2.344 0.570
C 2.356 3.800 0.584
N 0.082 -0.513 0.224
C 0.807 -1.367 1.161
C 1.379 -0.716 2.415
C 2.021 -1.749 3.357
C 3.095 -2.612 2.687
O 2.596 -3.941 2.632
N -1.298 -0.358 0.387
C -1.721 0.237 1.613
O -2.002 1.392 1.770
F -1.808 -0.598 2.641
C -2.057 -1.477 -0.042
O -2.242 -1.721 -1.212
F -2.556 -2.214 0.908
P 2.434 0.170 -1.106
O 2.241 -0.999 -1.961
O 3.004 1.358 -2.037
O 3.510 -0.222 0.018
H -3.923 2.729 -4.401
H -3.279 1.744 -5.699
H -3.963 3.315 -6.090
H -2.134 4.338 -4.543
H -1.584 3.684 -6.091
H -0.427 3.028 -3.713
H -0.398 2.031 -5.146
H -2.495 2.805 -2.518
H -2.954 1.149 -2.146
H -0.372 -0.067 -2.117
H 0.587 1.321 -2.505
H 0.296 2.730 0.047
H 0.499 1.708 1.431
H 2.655 1.999 1.439
H 3.346 4.114 0.907
H 2.205 4.215 -0.409
H 1.613 4.236 1.257
H 1.603 -1.898 0.651
H 0.138 -2.164 1.511
H 0.601 -0.230 3.004
H 2.139 0.048 2.233
H 1.219 -2.392 3.722
H 2.450 -1.232 4.212
H 3.353 -2.253 1.696
H 3.970 -2.626 3.344
H 3.039 -4.393 1.914
H 2.418 2.121 -2.015
H 4.010 0.579 0.226
O -0.533 -4.117 3.056
C -1.818 -4.545 2.982
C -2.395 -5.078 4.390
O -3.669 -5.515 4.324
H -2.013 -5.383 2.264
H -2.562 -3.776 2.660
H -2.210 -4.223 5.095
H -1.637 -5.836 4.722
*
```

Output
HOMO energy in eV: 2.1
LUMO in eV: 3.369
Molecular weight in g mol⁻¹: 495.41
Electronic energy in hartree: -2086.43135
Orbital gap in hartree: 0.048